# 1
Density functional theory data (wB97M-V/def2-TZVPD) for the ion C5H9N2O2 with charge +1.

XYZ file:
```
18
Properties=species:S:1:pos:R:3:forces:R:3:nbo_charge:R:1
C -1.3237 0.3727 0.5094 0.0454 -0.4954 0.3946 0.694
C 0.9427 1.2074 -0.0825 1.0619 -4.0074 -2.1316 -0.391
C 1.1151 -0.1305 0.6655 -2.1304 2.7815 0.9419 -0.431
C 0.0217 0.9746 -1.3686 1.6660 1.5891 1.0246 -0.296
C -0.1823 -0.8000 0.9276 -0.8814 -0.1733 -1.2730 -0.109
N -1.1247 0.2802 -0.8531 -0.7366 0.1429 -2.3057 0.073
N -0.4377 -1.9323 0.2008 -0.3360 -0.2567 0.7290 -0.597
O -2.0089 1.0277 1.1740 -0.5020 0.3818 0.9330 -0.359
O -1.3974 -0.8425 -1.2817 -0.8046 -0.0952 -0.9070 -0.219
H 0.4953 1.9405 0.4879 -0.9489 1.5406 1.3055 0.223
H 1.9640 1.4442 -0.2465 0.6728 1.0080 -0.9328 0.265
H 1.8153 -0.7272 0.2293 1.9128 -1.7383 -1.1812 0.234
H 1.4083 0.1977 1.6142 1.2521 0.0467 1.5526 0.253
H -0.1490 2.0213 -1.5115 -1.2436 0.5654 -0.8078 0.264
H 0.2990 0.5521 -2.3368 0.4809 -0.3833 0.5829 0.269
H -0.5210 -0.7842 1.9010 -0.2703 -0.8071 2.4722 0.264
H -1.1166 -2.6384 0.5031 0.4654 0.4751 -0.2647 0.443
H 0.1998 -2.1632 -0.5321 0.2965 -0.5744 -0.1325 0.423
```
Forces are in eV/Å.

* charge: +1
* SMILES: N[C@H]1CCC[N+](=O)C1=O
* HOMO level (spin up / spin down): -14.590 / -14.591 eV
* E_LUMO (spin up / spin down): -5.72 / -5.72 eV
* multiplicity: 1



# 2
Density functional theory data (wB97M-V/def2-TZVPD) for a cluster of 2 separate species, C5H8N4O in total.

XYZ file:
```
18
Properties=species:S:1:pos:R:3:forces:R:3:nbo_charge:R:1
C -3.4308 -1.3316 0.4100 1.1262 -0.7854 0.0766 0.168
C -3.8975 -0.5161 -0.6803 -4.0231 3.2981 -0.0134 0.335
C 1.8733 0.9475 1.3082 1.7411 3.3370 -1.5968 -0.617
C 2.4142 0.5846 -0.1493 -0.8709 -0.0968 2.0856 -0.433
C 1.6025 -0.5955 -0.5987 0.6415 -1.4432 -2.5509 -0.220
N -2.9094 -1.9654 1.2125 -0.3130 -0.0075 0.1719 -0.234
N 0.2588 -0.2714 -1.1273 2.1228 -1.0305 -1.9040 -0.300
N -0.6768 0.2284 -0.6108 -1.5031 0.7192 1.0560 0.277
N -1.6721 0.6687 -0.2889 0.5696 0.3046 0.1491 -0.177
O -3.9412 -0.7559 -1.8452 1.0972 -1.1747 -0.5747 -0.454
H -4.5856 0.4272 -0.3929 1.8587 -1.6067 0.3550 0.154
H 2.0350 0.1326 1.9107 0.2039 -1.8709 1.6906 0.201
H 2.5244 1.8038 1.6759 -0.7294 -1.0213 -0.1095 0.213
H 0.8331 1.3369 1.4360 0.6913 -0.6125 -0.7761 0.220
H 3.4608 0.2924 -0.2862 0.0701 -0.1719 1.2392 0.220
H 2.4372 1.4867 -0.7061 -0.9183 0.6283 -1.2215 0.221
H 2.2589 -1.1673 -1.4972 -2.3686 1.3401 2.3079 0.217
H 1.4153 -1.3054 0.2295 0.6041 0.1941 -0.3851 0.210
```
Forces are in eV/Å.

* HOMO level: -9.737 eV
* E_LUMO: -0.35 eV
* multiplicity: 1



# 3
Density functional theory data (wB97M-V/def2-TZVPD) for a structure of composition C5H5N.

XYZ file:
```
11
Properties=species:S:1:pos:R:3:forces:R:3:nbo_charge:R:1
C 0.3882 -0.7983 0.5102 -0.2987 -0.0844 -0.3742 -0.376
C 1.2168 -0.2583 -0.5560 -0.2894 -0.1899 0.1883 -0.263
C 0.8810 1.0327 -1.1106 -0.0100 0.1177 0.1595 -0.006
N -0.3054 1.5769 -0.8188 -0.0519 -0.5817 -0.0968 -0.438
C -1.2767 0.7597 -0.2905 0.2428 -0.0401 0.2564 0.036
C -0.9629 -0.3274 0.4924 0.1686 0.1592 0.0092 -0.258
H 0.7215 -1.6109 1.1550 -0.1152 0.0941 -0.2184 0.251
H 2.1152 -0.7801 -0.8880 -0.1609 0.2030 0.2415 0.238
H 1.2402 0.0942 0.7655 0.0983 0.3192 -0.0986 0.381
H -2.3085 1.1032 -0.3902 0.2712 -0.0846 0.0747 0.201
H -1.7095 -0.7918 1.1310 0.1453 0.0876 -0.1417 0.234
```
Forces are in eV/Å.

* HOMO level (spin up / spin down): -7.194 / -7.192 eV
* E_LUMO (spin up / spin down): -0.36 / -0.36 eV
* multiplicity: 1



For the records above, the corresponding ΔE to the lowest compared entry with this formula, charge and spin values read 150.3, 131.7, 126.0 kcal/mol.
For the records above, the corresponding electronic energy values read -12394.4400, -13317.7720, -6750.4433 eV.
For the records above, the corresponding molecular weight values read 129.14, 140.15, 79.10 g/mol.